Formula: C25H24NO4S4
Source: OMol25
Level of theory: wB97M-V/def2-TZVPD

Its frontier orbital gap is 6.7 eV. The value obtained for the relative energy (zero: lowest compared OMol25 entry of this formula, charge and spin) is 33.8 kJ/mol. For the LUMO energy, the calculation gives 2.67 eV. As for the total charge: -1.

Positions of all 58 atoms, in Å:
C -4.763 -0.768 4.859
C -4.841 -2.042 4.001
C -3.660 -1.990 3.012
N -3.050 -0.687 3.223
C -1.877 -0.336 2.598
S -1.463 -1.064 1.120
S -0.916 0.819 3.341
C -3.438 -0.074 4.484
H -5.601 -0.102 4.624
H -4.801 -0.987 5.930
H -4.761 -2.939 4.622
H -5.786 -2.093 3.454
H -2.951 -2.808 3.232
H -3.984 -2.117 1.970
H -3.559 1.016 4.399
H -2.686 -0.251 5.274
C 3.035 -0.039 3.446
C 3.900 0.571 2.532
C 3.778 0.305 1.168
C 2.789 -0.577 0.723
S 2.531 -0.779 -1.033
C 1.161 0.277 -1.419
C 0.081 0.422 -0.594
C -0.870 1.493 -0.843
C -0.413 2.763 -1.306
C -1.306 3.741 -1.733
C -2.685 3.537 -1.606
C -3.148 2.339 -1.049
C -2.248 1.345 -0.666
S 1.165 0.925 -3.136
C 2.227 -0.139 -4.136
C 3.449 0.345 -4.600
C 4.239 -0.463 -5.417
C 3.792 -1.734 -5.791
C 2.553 -2.199 -5.338
C 1.758 -1.394 -4.521
O -0.168 0.777 -3.675
O 1.837 2.210 -3.128
O 3.709 -0.216 -1.661
O 2.136 -2.146 -1.296
C 1.982 -1.252 1.639
C 2.061 -0.931 2.990
H 3.109 0.182 4.512
H 4.667 1.267 2.872
H 4.434 0.779 0.441
H 0.114 -0.163 0.343
H 0.652 2.991 -1.298
H -0.910 4.656 -2.175
H -3.385 4.309 -1.928
H -4.217 2.167 -0.920
H -2.611 0.408 -0.225
H 3.778 1.340 -4.305
H 5.205 -0.084 -5.754
H 4.407 -2.361 -6.437
H 2.190 -3.188 -5.617
H 0.786 -1.731 -4.165
H 1.249 -1.978 1.291
H 1.325 -1.353 3.675

Atoms 1-2, force components in eV/Å:
C 0.0 0.3 -0.2
C 0.0 -0.2 -0.1

***

Formula: C3H7NO2P
Source: OMol25
Level of theory: wB97M-V/def2-TZVPD

Its frontier orbital gap is 10.6 eV. The value obtained for the relative energy (zero: lowest compared OMol25 entry of this formula, charge and spin) is 199.3 kJ/mol. For the LUMO energy, the calculation gives -5.06 eV. As for the total charge: +1.

Positions of all 14 atoms, in Å:
C 1.177 -1.537 -0.723
C 0.349 0.631 -1.613
C -1.441 0.693 1.734
N -0.010 -0.693 -1.160
O 1.356 -1.031 0.588
O 0.667 1.348 -0.323
P 0.150 -0.014 0.431
H 0.735 -2.528 -0.635
H 2.025 -1.386 -1.332
H 1.086 0.623 -2.309
H -0.528 0.991 -1.933
H -2.277 0.269 1.318
H -1.297 1.801 1.619
H -1.241 0.203 2.662

Atoms 1-2, force components in eV/Å:
C -2.7 -0.7 -1.0
C 0.1 -0.8 2.2

***

Formula: C4H11NO2
Source: OMol25
Level of theory: wB97M-V/def2-TZVPD

The SMILES is CC(C)C(N)=O.O. Its frontier orbital gap is 9.5 eV. The value obtained for the relative energy (zero: lowest compared OMol25 entry of this formula, charge and spin) is 103.0 kJ/mol. For the LUMO energy, the calculation gives 0.24 eV.

Positions of all 18 atoms, in Å:
C -0.545 -1.221 -0.788
C 0.104 0.200 -1.277
C -0.944 1.380 -1.013
C 1.486 0.584 -0.630
N 1.704 0.260 0.680
O 2.345 1.086 -1.347
H 0.093 -1.885 -1.447
H -0.347 -1.347 0.235
H -1.594 -1.275 -0.945
H 0.435 0.112 -2.297
H -1.996 1.115 -1.153
H -0.828 2.262 -1.636
H -1.037 1.683 0.065
H 0.886 -0.245 1.039
H 2.278 0.830 1.291
O -0.468 -1.079 2.681
H -0.424 -1.853 3.323
H -1.146 -0.607 3.220

Atoms 1-2, force components in eV/Å:
C 3.3 1.8 -2.6
C -1.4 0.2 2.1

***

Formula: C11H25O4
Source: OMol25
Level of theory: wB97M-V/def2-TZVPD

Its frontier orbital gap is 4.0 eV. For the LUMO energy, the calculation gives 3.06 eV. As for the total charge: -1.

Positions of all 40 atoms, in Å:
C 1.327 2.104 2.875
O 0.666 3.402 2.677
C -0.650 3.274 2.033
C -0.608 3.806 0.458
O 0.174 2.899 -0.434
C -0.398 1.542 -0.440
O -0.117 0.758 -1.654
C 0.270 -0.637 -1.313
C -0.919 -1.506 -0.591
C -2.009 -1.942 -1.780
C -0.333 -2.849 0.212
C 0.846 -3.638 -0.611
C -1.647 -3.760 0.579
H 2.227 1.973 2.123
H 1.739 2.105 3.995
H 0.631 1.168 2.792
H -1.165 2.226 2.157
H -1.366 4.047 2.594
H -1.698 3.990 0.012
H -0.078 4.874 0.400
H -1.579 1.636 -0.352
H -0.007 0.929 0.506
H 1.309 -0.687 -0.730
H 0.483 -1.170 -2.358
H -1.547 -0.919 0.206
H -2.013 -1.015 -2.533
H -1.732 -2.954 -2.301
H -3.107 -1.953 -1.316
H 0.117 -2.433 1.234
H 1.133 -4.606 0.023
H 0.540 -4.024 -1.674
H 1.855 -3.002 -0.655
H -2.461 -3.009 1.021
H -1.300 -4.526 1.425
H -2.098 -4.353 -0.333
C 2.667 1.644 -1.663
O 1.439 1.453 -2.119
H 2.920 2.654 -1.297
H 2.989 1.030 -0.805
H 3.500 1.467 -2.364

Atoms 1-2, force components in eV/Å:
C 1.1 -0.4 0.8
O -1.3 -2.4 -0.7

***

Formula: C28H33N2
Source: OMol25
Level of theory: wB97M-V/def2-TZVPD

Its frontier orbital gap is 5.9 eV. The value obtained for the relative energy (zero: lowest compared OMol25 entry of this formula, charge and spin) is 0.0 kJ/mol. For the LUMO energy, the calculation gives -4.43 eV. As for the total charge: +1.

Positions of all 63 atoms, in Å:
C -1.357 -0.509 6.308
C -2.439 0.317 5.983
C -2.581 0.813 4.685
C -1.635 0.497 3.705
C -1.818 1.034 2.285
C -2.686 0.132 1.423
C -3.531 0.699 0.463
C -4.350 -0.116 -0.321
C -4.328 -1.505 -0.156
C -3.472 -2.070 0.792
C -2.653 -1.255 1.582
C -0.468 1.300 1.586
C 0.440 2.286 2.358
C 1.204 3.041 1.259
C 0.322 2.922 0.000
N -0.517 1.793 0.259
C -0.556 -0.330 4.025
C -0.420 -0.832 5.326
H -1.238 -0.893 7.322
H -3.175 0.576 6.742
H -3.428 1.456 4.424
H -2.331 2.006 2.376
H -3.543 1.787 0.337
H -5.010 0.342 -1.057
H -4.967 -2.142 -0.771
H -3.436 -3.151 0.926
H -1.983 -1.697 2.323
H 0.051 0.332 1.490
H -0.188 2.983 2.935
H 1.090 1.757 3.063
H 1.410 4.076 1.546
H 2.156 2.528 1.076
H -0.253 3.859 -0.131
H 0.906 2.776 -0.919
H -1.177 1.460 -0.429
H 0.182 -0.591 3.260
H 0.427 -1.477 5.553
C 0.669 -1.209 -5.682
C -0.608 -0.548 -5.149
C -0.480 -0.527 -3.618
N 0.949 -0.714 -3.348
C 1.428 -0.730 -2.117
C 2.838 -0.858 -1.821
C 3.820 -0.127 -2.539
C 5.172 -0.341 -2.296
C 5.581 -1.266 -1.323
C 4.620 -1.980 -0.590
C 3.267 -1.772 -0.821
C 1.712 -1.043 -4.562
H 0.493 -2.271 -5.885
H 1.005 -0.750 -6.616
H -0.668 0.485 -5.510
H -1.512 -1.066 -5.476
H -0.824 0.424 -3.187
H -1.060 -1.339 -3.147
H 0.714 -0.772 -1.284
H 3.502 0.601 -3.286
H 5.913 0.218 -2.866
H 6.648 -1.428 -1.138
H 4.942 -2.696 0.165
H 2.514 -2.342 -0.274
H 2.333 -1.942 -4.436
H 2.382 -0.210 -4.818

Atoms 1-2, force components in eV/Å:
C 0.0 0.1 -0.2
C 0.1 0.0 -0.1

***

Formula: C7H10
Source: OMol25
Level of theory: wB97M-V/def2-TZVPD

The SMILES is C=C1C[C@@H]2[C@H](C)[C@H]12. Its frontier orbital gap is 9.1 eV. The value obtained for the relative energy (zero: lowest compared OMol25 entry of this formula, charge and spin) is 395.9 kJ/mol. For the LUMO energy, the calculation gives 1.02 eV.

Positions of all 17 atoms, in Å:
C -0.039 2.185 1.218
C -0.337 1.089 0.506
C -1.093 -0.170 0.947
C -1.137 -0.529 -0.542
C 0.245 -0.709 -1.056
C 1.383 -1.372 -0.299
C -0.286 0.707 -0.891
H 0.696 1.530 1.730
H 0.309 3.032 0.629
H -0.665 -0.904 1.638
H -2.058 0.167 1.347
H -2.027 -0.821 -1.079
H 0.256 -0.952 -2.117
H 1.289 -2.463 -0.372
H 2.356 -1.096 -0.720
H 1.396 -1.116 0.764
H -0.290 1.423 -1.702

Atoms 1-2, force components in eV/Å:
C 1.0 -0.6 -0.6
C -0.3 0.0 -0.5

***

Formula: C23H20F6NO4PPdS2
Source: OMol25
Level of theory: wB97M-V/def2-TZVPD

Its frontier orbital gap is 4.6 eV. The value obtained for the relative energy (zero: lowest compared OMol25 entry of this formula, charge and spin) is 0.0 kJ/mol. For the LUMO energy, the calculation gives 4.82 eV. As for the total charge: -2.

Positions of all 58 atoms, in Å:
Pd 0.027 -0.297 -0.366
C -0.668 3.418 0.915
C -1.787 3.661 -0.060
C -2.668 4.715 0.173
C -3.724 4.998 -0.685
C -3.910 4.212 -1.809
C -3.039 3.157 -2.060
C -1.974 2.857 -1.211
P -0.865 1.384 -1.445
C -1.643 0.745 -2.994
C -1.061 0.987 -4.235
C -1.594 0.460 -5.407
C -2.732 -0.324 -5.348
C -3.317 -0.586 -4.114
C -2.789 -0.076 -2.930
C -3.440 -0.426 -1.621
C 0.650 2.224 -2.016
C 0.789 3.600 -2.182
C 2.035 4.204 -2.301
C 3.173 3.392 -2.246
C 3.058 2.022 -2.140
C 1.800 1.364 -2.071
C 1.668 -0.062 -2.025
H -0.765 4.080 1.778
H 0.306 3.593 0.452
H -0.660 2.385 1.260
H -2.518 5.324 1.060
H -4.396 5.822 -0.472
H -4.726 4.414 -2.496
H -3.192 2.553 -2.947
H -0.167 1.600 -4.277
H -1.116 0.664 -6.359
H -3.161 -0.742 -6.253
H -4.201 -1.214 -4.060
H -4.302 -1.077 -1.779
H -3.776 0.468 -1.091
H -2.733 -0.925 -0.951
H -0.099 4.224 -2.163
H 2.120 5.281 -2.397
H 4.160 3.841 -2.304
H 3.953 1.406 -2.130
H 2.612 -0.606 -2.024
H 0.965 -0.492 -2.742
F 0.607 -1.398 4.861
C -0.556 -0.910 4.415
F -1.517 -1.786 4.705
F -0.816 0.213 5.115
S -0.478 -0.497 2.610
O -1.835 -0.137 2.321
O 0.596 0.453 2.601
N 0.051 -1.886 1.996
S -0.938 -3.077 1.667
O -1.263 -3.898 2.806
O -1.992 -2.806 0.725
C 0.272 -4.087 0.713
F 0.712 -3.466 -0.369
F -0.333 -5.228 0.323
F 1.325 -4.439 1.469

Atoms 1-2, force components in eV/Å:
Pd 0.4 -0.3 0.0
C 0.0 0.0 -0.1

***

Formula: C30H30BN12Rb
Source: OMol25
Level of theory: wB97M-V/def2-TZVPD

Its frontier orbital gap (alpha / beta) is 8.0 / 7.8 eV. The spin multiplicity is 2. The value obtained for the relative energy (zero: lowest compared OMol25 entry of this formula, charge and spin) is 0.0 kJ/mol. For the LUMO energy (alpha / beta), the calculation gives 2.27 / 2.02 eV. As for the total charge: -1.

Positions of all 74 atoms, in Å:
Rb -0.533 0.658 0.303
C 0.124 -3.221 -1.189
C -0.214 -3.232 0.267
C -0.695 -4.299 1.050
C -0.842 -3.762 2.308
N -0.461 -2.473 2.260
N -0.077 -2.139 1.005
B -0.550 -1.403 3.360
N 0.808 -0.667 3.541
C 1.817 -0.949 4.389
C 2.859 -0.090 4.114
C 2.390 0.704 3.052
C 3.105 1.781 2.302
N 1.161 0.347 2.713
N -1.613 -0.355 2.982
C -1.742 0.906 3.452
C -2.880 1.453 2.906
C -3.411 0.420 2.102
C -4.657 0.446 1.277
N -2.645 -0.662 2.155
N -0.984 -2.083 4.675
C -2.176 -1.952 5.294
C -2.191 -2.807 6.371
C -0.935 -3.444 6.331
C -0.376 -4.473 7.260
N -0.220 -3.007 5.306
H 1.041 -3.779 -1.390
H -0.676 -3.670 -1.782
H 0.281 -2.200 -1.537
H -0.907 -5.307 0.737
H -1.180 -4.204 3.230
H 1.712 -1.740 5.111
H 3.813 -0.038 4.612
H 3.641 2.448 2.978
H 3.832 1.353 1.607
H 2.395 2.377 1.727
H -1.002 1.323 4.115
H -3.267 2.451 3.019
H -5.541 0.327 1.906
H -4.752 1.400 0.758
H -4.643 -0.373 0.559
H -2.924 -1.274 4.918
H -2.989 -2.952 7.080
H -0.238 -4.068 8.265
H -1.039 -5.336 7.341
H 0.590 -4.812 6.890
N 1.378 0.769 -2.073
C 1.683 -0.093 -3.115
C 0.990 -0.007 -4.325
C 1.263 -0.881 -5.362
C 2.241 -1.856 -5.222
C 2.926 -1.951 -4.020
C 2.658 -1.094 -2.958
C 3.364 -1.280 -1.663
C 4.749 -1.481 -1.589
C 5.367 -1.725 -0.370
C 4.628 -1.784 0.807
C 3.247 -1.589 0.772
C 2.703 -1.332 -0.456
H 0.791 1.574 -2.278
H 2.153 0.986 -1.465
H 0.236 0.762 -4.437
H 0.708 -0.796 -6.288
H 2.456 -2.544 -6.029
H 3.667 -2.728 -3.880
H 5.336 -1.436 -2.500
H 6.439 -1.872 -0.339
H 5.117 -1.983 1.753
H 2.637 -1.645 1.664
N -4.169 3.981 0.657
C -3.381 4.169 -0.175
N -2.519 4.465 -1.129
C -1.584 3.606 -1.397
N -0.704 2.894 -1.685

Atoms 1-2, force components in eV/Å:
Rb -0.1 0.0 0.0
C 0.0 0.0 0.0

***

Energy / Ha: -2915.50315, -664.75288, -364.22896, -734.68995, -1196.02077, -272.56723, -3108.98834, -1867.40991
Max |F| / hartree/bohr: 0.0667, 0.0844, 0.0890, 0.2062, 0.0465, 0.0468, 0.0208, 0.0026